{"formula": "H12KO6", "method": "ωB97M-V/def2-TZVPD", "species": ["K", "O", "H", "H", "O", "H", "H", "O", "H", "H", "O", "H", "H", "O", "H", "H", "O", "H", "H"], "coordinates": [[10.86300, -1.05500, -34.09800], [9.84900, 0.76900, -36.10000], [9.08600, 0.86300, -35.56800], [10.48800, 1.42600, -35.81800], [13.21600, -2.03900, -35.09200], [13.06900, -2.77900, -35.67500], [14.00200, -1.50100, -35.37500], [10.67800, -0.41000, -31.54200], [11.11800, 0.34400, -31.90800], [9.85000, -0.11500, -31.19300], [12.23100, 1.38800, -33.51100], [11.90500, 1.83300, -34.28500], [12.64400, 1.96000, -32.91000], [10.05900, -3.28500, -35.39500], [10.52200, -4.13900, -35.28700], [10.06100, -3.10200, -36.34800], [8.32200, -1.13900, -33.86900], [7.60200, -1.61800, -33.55100], [8.23500, -0.41400, -33.31700]], "lowdin_charge": [0.96, -0.04, 0.02, 0.03, -0.12, 0.03, 0.09, -0.08, -0.02, 0.05, -0.03, 0.04, 0.05, -0.11, 0.07, 0.06, -0.06, 0.04, 0.01], "homo_ha": -0.5646, "largest_force_ha_per_bohr": 0.063, "charge": 1, "orbital_gap_ev": 12.0, "relative_energy_kcal_mol": 18.69, "lumo_energy_ev": -3.4}

=====

{"formula": "C4H7N3", "method": "ωB97M-V/def2-TZVPD", "species": ["H", "N", "C", "C", "N", "N", "C", "C", "H", "H", "H", "H", "H", "H"], "coordinates": [[-1.75900, -2.09484, -1.83423], [-1.80822, -1.11696, -1.54410], [-0.95223, -0.90211, -0.62806], [-0.09921, -2.00893, -0.18529], [0.41280, -3.04837, -0.09098], [-0.88879, 0.30938, 0.02483], [0.15014, 1.31673, 0.06628], [1.39383, 0.88406, 0.83854], [-1.67399, 0.42642, 0.64209], [0.40703, 1.67183, -0.94406], [-0.34148, 2.16926, 0.55805], [1.91677, -0.00520, 0.42538], [1.11705, 0.70564, 1.88444], [2.12530, 1.69308, 0.78709]], "lowdin_charge": [0.07, 0.19, -0.45, -0.15, 0.15, -0.03, -0.26, -0.10, 0.13, 0.11, 0.12, 0.07, 0.08, 0.07], "homo_ha": -0.3542, "largest_force_ha_per_bohr": 0.040, "charge": 0, "smiles": "[H]/N=C(\\C#N)NCC", "orbital_gap_ev": 9.8, "relative_energy_kcal_mol": 30.43, "lumo_energy_ev": 0.2}